*P*
{
  "formula": "C5H11NO2S2",
  "method": "ωB97M-V/def2-TZVPD",
  "homo_lumo_gap_ev": 8.20,
  "homo_ev": -8.42,
  "symbols": ["C", "C", "C", "C", "C", "N", "O", "O", "S", "S", "H", "H", "H", "H", "H", "H", "H", "H", "H", "H", "H"],
  "xyz": [[0.438, -0.920, -0.425], [1.768, -1.423, -1.113], [0.217, 0.642, -0.351], [-1.907, 0.477, 0.686], [-0.631, 1.199, 0.707], [3.002, -0.909, -0.642], [2.574, 1.394, 0.812], [1.381, 3.016, -0.377], [3.076, -0.379, 0.848], [1.828, 1.593, -0.503], [-0.491, -1.407, -0.899], [0.311, -1.330, 0.661], [1.783, -2.497, -0.991], [1.904, -0.911, -2.126], [-0.254, 0.810, -1.254], [-2.297, 0.595, -0.330], [-2.637, 0.862, 1.222], [-1.927, -0.577, 0.892], [-0.201, 1.094, 1.737], [-0.947, 2.193, 0.621], [4.340, 0.109, 0.912]],
  "nbo_charge": [-0.4479, -0.2724, -0.4322, -0.5792, -0.4217, -0.7755, -0.9113, -0.9627, 1.0332, 1.5098, 0.2375, 0.2050, 0.2156, 0.2304, 0.2200, 0.1872, 0.2080, 0.1938, 0.2006, 0.2430, 0.1189]
}


*Q*
{
  "formula": "C5H11NO2S2",
  "method": "ωB97M-V/def2-TZVPD",
  "homo_lumo_gap_ev": 9.85,
  "smiles": "C=CS(=O)(=O)N[C@H](C)SC",
  "homo_ev": -9.13,
  "symbols": ["C", "C", "S", "O", "O", "N", "C", "C", "S", "C", "H", "H", "H", "H", "H", "H", "H", "H", "H", "H", "H"],
  "xyz": [[-1.398, 0.148, 2.773], [-0.426, 1.027, 2.694], [0.487, 1.217, 1.217], [1.559, 0.226, 1.310], [0.921, 2.530, 0.936], [-0.590, 0.559, 0.137], [0.151, -0.164, -1.208], [0.312, 1.125, -2.138], [-0.577, -1.494, -1.955], [0.375, -2.770, -1.166], [-1.924, -0.016, 3.623], [-1.644, -0.170, 1.740], [-0.024, 1.696, 3.435], [-1.024, 1.358, -0.357], [1.098, -0.537, -0.755], [1.006, 0.933, -2.941], [-0.626, 1.329, -2.626], [0.601, 2.006, -1.493], [-0.115, -3.683, -1.394], [0.513, -2.368, -0.147], [1.325, -2.950, -1.685]],
  "nbo_charge": [-0.3254, -0.4929, 2.2733, -0.9733, -0.9308, -0.9254, -0.2416, -0.6408, 0.3014, -0.7574, 0.2072, 0.2519, 0.2367, 0.3866, 0.2567, 0.2302, 0.2095, 0.2346, 0.2349, 0.2451, 0.2193]
}


The least stable of them is *P*.


*P*
{
  "formula": "C4H9O3",
  "method": "ωB97M-V/def2-TZVPD",
  "charge": -1,
  "homo_lumo_gap_ev": 8.81,
  "homo_ev": -4.56,
  "symbols": ["C", "C", "O", "O", "H", "H", "H", "C", "C", "O", "H", "H", "H", "H", "H", "H"],
  "xyz": [[-1.707, 0.522, 2.523], [-0.643, 0.645, 1.293], [0.039, -0.367, 1.002], [-0.753, 1.629, 0.630], [-1.200, 0.162, 3.396], [-2.379, -0.261, 2.418], [-2.071, 1.463, 2.769], [1.526, -0.800, -1.814], [0.562, 0.374, -2.238], [0.939, -1.834, -1.151], [1.804, -1.382, -2.617], [2.294, -0.332, -1.242], [1.178, 1.175, -2.554], [0.281, -1.558, -0.201], [0.000, 0.902, -1.448], [-0.119, -0.044, -2.949]],
  "nbo_charge": [-0.7520, 0.8074, -0.8366, -0.7336, 0.1882, 0.2006, 0.1937, -0.0347, -0.6685, -0.8100, 0.1563, 0.1321, 0.1824, 0.5320, 0.2626, 0.1800]
}


*Q*
{
  "formula": "C4H9O3",
  "method": "ωB97M-V/def2-TZVPD",
  "charge": -1,
  "homo_lumo_gap_ev": 5.89,
  "homo_ev": -2.16,
  "symbols": ["C", "O", "C", "H", "H", "H", "H", "H", "C", "O", "H", "H", "H", "C", "O", "H"],
  "xyz": [[-0.871, 1.039, 4.873], [0.401, 0.973, 4.270], [0.796, -0.298, 3.864], [-1.051, 2.085, 5.147], [-1.650, 0.704, 4.169], [-0.917, 0.411, 5.777], [1.653, -0.171, 3.180], [-0.058, -0.974, 3.661], [0.189, 1.064, 0.918], [-0.324, -0.140, 1.334], [0.191, 1.183, -0.192], [-0.358, 1.950, 1.330], [1.245, 1.220, 1.261], [1.573, -1.128, 5.074], [1.762, -0.692, 6.190], [2.294, -1.873, 4.641]],
  "nbo_charge": [-0.2485, -0.5308, -0.1079, 0.1779, 0.1868, 0.1565, 0.2165, 0.2163, -0.2044, -1.0012, 0.0855, 0.0805, 0.0668, 0.3916, -0.5613, 0.0757]
}


*R*
{
  "formula": "C4H9O3",
  "method": "ωB97M-V/def2-TZVPD",
  "charge": -1,
  "homo_lumo_gap_ev": 7.76,
  "homo_ev": -4.09,
  "symbols": ["C", "C", "C", "O", "O", "H", "H", "H", "H", "H", "C", "O", "H", "H", "H", "H"],
  "xyz": [[-0.273, 1.104, 0.697], [-1.019, 2.168, 1.503], [-0.260, 1.394, -0.854], [-0.147, 0.381, -1.584], [-0.291, 2.598, -1.178], [0.799, 1.101, 0.899], [-0.698, 0.116, 0.891], [-0.555, 2.398, 2.477], [-2.057, 1.871, 1.666], [-0.945, 3.110, 0.967], [0.608, -2.575, -0.714], [1.731, -3.423, -1.068], [1.962, -3.216, -1.983], [0.437, -1.821, -1.471], [-0.203, -3.225, -0.402], [0.910, -1.982, 0.154]],
  "nbo_charge": [-0.5292, -0.6211, 0.7741, -0.8118, -0.7831, 0.1963, 0.1878, 0.1723, 0.1834, 0.2382, -0.2705, -0.7572, 0.4605, 0.2386, 0.1522, 0.1696]
}


The least stable of them is *Q*.


*P*
{
  "formula": "C5H7N",
  "method": "ωB97M-V/def2-TZVPD",
  "homo_lumo_gap_ev": 10.49,
  "smiles": "C#C[C@@H]1CN1C",
  "homo_ev": -9.37,
  "symbols": ["C", "C", "C", "C", "N", "C", "H", "H", "H", "H", "H", "H", "H"],
  "xyz": [[-2.670, 1.052, -1.052], [-1.649, 0.491, -0.748], [-0.398, -0.183, -0.467], [-0.174, -1.085, 0.700], [0.385, 0.246, 0.680], [1.813, 0.356, 0.446], [-3.570, 1.562, -1.319], [0.167, -0.447, -1.363], [0.494, -1.931, 0.529], [-0.970, -1.256, 1.421], [2.026, 1.339, 0.016], [2.202, -0.418, -0.240], [2.344, 0.273, 1.399]],
  "nbo_charge": [-0.2211, -0.0183, -0.1695, -0.2329, -0.3715, -0.4151, 0.2353, 0.2140, 0.1906, 0.2122, 0.2064, 0.1647, 0.2053]
}


*Q*
{
  "formula": "C5H7N",
  "method": "ωB97M-V/def2-TZVPD",
  "homo_lumo_gap_ev": 7.77,
  "homo_ev": -7.80,
  "symbols": ["C", "N", "C", "C", "C", "C", "H", "H", "H", "H", "H", "H", "H"],
  "xyz": [[-1.674, -0.418, -0.495], [-0.658, -0.378, 0.540], [-0.285, 0.683, 1.483], [0.577, 0.077, 0.463], [1.716, 0.064, -0.304], [1.720, -0.838, -1.385], [-1.259, -0.980, -1.334], [-1.916, 0.603, -0.820], [-2.577, -0.898, -0.113], [-0.622, 1.703, 1.282], [-0.247, 0.393, 2.530], [2.509, 0.741, 0.023], [2.716, -0.754, -1.871]],
  "nbo_charge": [-0.4191, -0.3293, -0.2737, 0.4016, -0.5030, -0.2404, 0.2516, 0.1932, 0.2097, 0.1953, 0.2113, 0.1949, 0.1078]
}


*R*
{
  "formula": "C5H7N",
  "method": "ωB97M-V/def2-TZVPD",
  "homo_lumo_gap_ev": 8.85,
  "smiles": "C1=CN2C[C@@H]2C1",
  "homo_ev": -7.69,
  "symbols": ["C", "C", "N", "C", "C", "C", "H", "H", "H", "H", "H", "H", "H"],
  "xyz": [[1.178, 0.790, 0.679], [-0.096, 1.233, 0.704], [-0.982, 0.161, 0.512], [-1.567, -0.789, -0.377], [-0.199, -0.376, -0.659], [1.151, -0.593, -0.002], [2.059, 1.348, 0.968], [-0.458, 2.253, 0.732], [-1.723, -1.778, 0.049], [-2.354, -0.433, -1.040], [-0.115, 0.346, -1.486], [1.142, -1.479, 0.647], [1.964, -0.682, -0.727]],
  "nbo_charge": [-0.2829, 0.0223, -0.5249, -0.1728, -0.0350, -0.4451, 0.2150, 0.2097, 0.2077, 0.1914, 0.1754, 0.2223, 0.2171]
}


*S*
{
  "formula": "C5H7N",
  "method": "ωB97M-V/def2-TZVPD",
  "homo_lumo_gap_ev": 9.93,
  "smiles": "CC=C=N.C#C",
  "homo_ev": -9.04,
  "symbols": ["C", "C", "C", "N", "H", "H", "H", "H", "H", "C", "C", "H", "H"],
  "xyz": [[-0.876, -1.336, 2.089], [-0.176, -0.135, 1.504], [-0.663, 0.596, 0.533], [-1.071, 1.225, -0.446], [-1.245, -1.123, 3.099], [-1.727, -1.639, 1.473], [-0.189, -2.186, 2.159], [0.782, 0.173, 1.915], [-1.670, 2.018, -0.213], [2.229, 0.469, -3.328], [1.223, 0.715, -2.715], [3.125, 0.250, -3.867], [0.328, 0.926, -2.158]],
  "nbo_charge": [-0.6118, -0.4051, 0.4209, -0.6646, 0.2149, 0.2189, 0.2187, 0.2441, 0.3770, -0.2475, -0.2494, 0.2292, 0.2546]
}


The least stable of them is *Q*.


*P*
{
  "formula": "C5H7N",
  "method": "ωB97M-V/def2-TZVPD",
  "homo_lumo_gap_ev": 9.37,
  "smiles": "C=C=C(C)N=C",
  "homo_ev": -8.57,
  "symbols": ["C", "C", "C", "C", "N", "C", "H", "H", "H", "H", "H", "H", "H"],
  "xyz": [[1.915, -0.766, -0.616], [0.915, -0.097, -0.279], [-0.326, 0.375, -0.110], [-0.572, 1.919, 0.003], [-1.395, -0.455, 0.015], [-1.217, -1.589, 0.593], [2.547, -0.917, 0.268], [2.161, -1.198, -1.615], [-0.328, 2.236, 1.037], [-1.596, 2.359, -0.234], [0.138, 2.335, -0.710], [-2.030, -2.277, 0.616], [-0.211, -1.926, 1.032]],
  "nbo_charge": [-0.4730, 0.0429, 0.0553, -0.6302, -0.3936, -0.0480, 0.2207, 0.2294, 0.2178, 0.2297, 0.2194, 0.1742, 0.1553]
}


*Q*
{
  "formula": "C5H7N",
  "method": "ωB97M-V/def2-TZVPD",
  "homo_lumo_gap_ev": 8.21,
  "homo_ev": -7.32,
  "symbols": ["C", "C", "C", "C", "C", "N", "H", "H", "H", "H", "H", "H", "H"],
  "xyz": [[-2.502, 0.778, -0.500], [-2.185, 1.154, 0.581], [1.014, -0.787, 0.652], [0.644, -2.099, 0.217], [1.630, 1.474, -0.237], [1.376, 0.221, 0.054], [-2.761, 0.909, -1.502], [1.385, -2.796, 0.335], [-0.226, -2.359, 0.788], [0.067, -2.023, -0.760], [2.663, 1.685, -0.501], [-1.946, 1.671, 1.452], [0.842, 2.174, -0.578]],
  "nbo_charge": [-0.2482, -0.2127, 0.2242, -0.7094, -0.3232, -0.2769, 0.2301, 0.2467, 0.2403, 0.2096, 0.1895, 0.2304, 0.1996]
}


The least stable of them is *Q*.


*P*
{
  "formula": "C5H7N",
  "method": "ωB97M-V/def2-TZVPD",
  "homo_lumo_gap_ev": 9.71,
  "smiles": "C1=C[C@@H]2CN2C1",
  "homo_ev": -8.55,
  "symbols": ["C", "C", "C", "C", "N", "C", "H", "H", "H", "H", "H", "H", "H"],
  "xyz": [[-1.050, -0.396, -0.898], [-0.552, -1.081, 0.033], [0.588, -0.557, 0.727], [0.373, 0.590, 1.445], [0.908, 0.521, 0.087], [-0.008, 0.693, -1.102], [-1.775, -0.711, -1.797], [-1.121, -2.026, 0.359], [1.512, -1.294, 0.861], [-0.492, 1.317, 1.423], [1.332, 0.873, 1.901], [-0.199, 1.732, -0.950], [0.484, 0.338, -2.088]],
  "nbo_charge": [-0.2252, -0.1936, -0.1270, -0.2855, -0.3911, -0.2727, 0.2342, 0.2057, 0.1888, 0.2272, 0.2221, 0.2114, 0.2056]
}


*Q*
{
  "formula": "C5H7N",
  "method": "ωB97M-V/def2-TZVPD",
  "homo_lumo_gap_ev": 8.95,
  "homo_ev": -8.16,
  "symbols": ["C", "C", "C", "C", "C", "N", "H", "H", "H", "H", "H", "H", "H"],
  "xyz": [[-0.066, 1.895, -1.865], [0.015, 0.779, -1.144], [0.423, -0.363, -0.689], [0.074, -1.317, 0.424], [0.112, -0.889, 1.855], [-1.162, -1.138, 1.211], [1.265, 0.475, -1.307], [0.522, 2.762, -1.586], [-0.651, 1.909, -2.773], [0.277, -2.373, 0.236], [0.412, 0.135, 2.063], [0.388, -1.613, 2.621], [-1.609, -0.263, 0.953]],
  "nbo_charge": [-0.5981, -0.0853, -0.2304, -0.1319, -0.2381, -0.5601, 0.4247, 0.2194, 0.2266, 0.2183, 0.1980, 0.2016, 0.3554]
}


The least stable of them is *Q*.


*P*
{
  "formula": "C6H10OS",
  "method": "ωB97M-V/def2-TZVPD",
  "homo_lumo_gap_ev": 9.73,
  "smiles": "S[C@@H]1C[C@H]2COC[C@H]21",
  "homo_ev": -8.96,
  "symbols": ["S", "C", "C", "C", "C", "O", "C", "C", "H", "H", "H", "H", "H", "H", "H", "H", "H", "H"],
  "xyz": [[-2.415, -1.292, -0.435], [-0.878, -0.236, -0.377], [0.323, -0.997, -1.063], [1.348, -0.342, -0.035], [2.233, 0.974, -0.232], [1.559, 1.894, 0.651], [0.260, 1.589, 1.111], [0.084, -0.009, 0.929], [-1.549, -2.490, -0.172], [-1.067, 0.694, -0.801], [0.439, -0.702, -2.028], [0.112, -2.072, -1.014], [2.125, -1.192, 0.322], [2.201, 1.122, -1.538], [3.442, 0.943, -0.102], [-0.432, 2.418, 0.974], [0.433, 1.555, 2.156], [0.246, -0.629, 1.964]],
  "nbo_charge": [-0.0542, -0.2916, -0.3961, -0.2561, -0.0622, -0.5480, -0.1039, -0.2478, 0.1284, 0.2131, 0.2021, 0.2103, 0.2130, 0.1384, 0.2167, 0.2023, 0.1831, 0.2525]
}


*Q*
{
  "formula": "C6H10OS",
  "method": "ωB97M-V/def2-TZVPD",
  "homo_lumo_gap_ev": 9.92,
  "smiles": "C=CSC(=O)C(C)C",
  "homo_ev": -9.20,
  "symbols": ["C", "C", "S", "C", "O", "C", "C", "C", "H", "H", "H", "H", "H", "H", "H", "H", "H", "H"],
  "xyz": [[2.969, -0.236, 0.859], [2.403, 0.021, -0.361], [1.477, 1.622, -0.335], [-0.412, 1.420, -0.123], [-1.124, 2.314, 0.016], [-0.885, -0.017, 0.097], [-0.803, -0.626, -1.244], [-2.301, -0.079, 0.839], [3.075, 0.340, 1.975], [3.659, -1.064, 1.007], [2.854, -0.709, -1.367], [-0.121, -0.509, 0.835], [0.175, -0.954, -1.837], [-1.521, -1.566, -1.404], [-1.256, 0.185, -1.858], [-2.590, -1.150, 1.118], [-2.496, 0.666, 1.712], [-3.105, 0.341, 0.070]],
  "nbo_charge": [-0.3855, -0.4036, 0.1107, 0.5406, -0.5168, -0.3633, -0.6301, -0.6219, 0.2310, 0.1936, 0.2620, 0.2276, 0.2445, 0.2237, 0.2104, 0.2240, 0.2401, 0.2130]
}


The least stable of them is *P*.